Record 1
ORCA calculation (ωB97M-V/def2-TZVPD) on C29H43N11O4Pb as an isolated structure.

Geometry as XYZ:
```
88
Properties=species:S:1:pos:R:3
Pb 1.082 -0.424 0.577
N 2.212 -0.701 3.815
N 3.592 -0.836 3.902
C 4.382 -0.899 2.803
N 5.675 -1.121 2.988
N 3.799 -0.687 1.618
N 4.491 -0.800 0.456
O 5.696 -1.009 0.427
O 3.800 -0.663 -0.550
H 1.903 0.064 4.401
H 1.753 -1.557 4.107
H 4.010 -1.036 4.798
H 6.075 -1.306 3.893
H 6.261 -1.155 2.166
O 0.992 2.040 0.854
C 1.797 2.855 1.362
C 1.574 4.331 1.201
C 2.608 4.942 0.233
C 3.952 5.257 0.889
C 4.704 4.036 1.417
C 3.951 3.307 2.531
N 2.879 2.450 2.029
H 1.635 4.832 2.170
H 0.569 4.459 0.808
H 2.192 5.869 -0.160
H 2.748 4.265 -0.614
H 3.786 5.955 1.715
H 4.584 5.769 0.163
H 5.666 4.366 1.814
H 4.906 3.333 0.604
H 3.537 4.034 3.233
H 4.633 2.663 3.086
H 3.046 1.453 2.006
C -0.989 -4.403 -0.021
C -0.785 -4.786 1.448
C 0.162 -3.691 1.955
O 0.758 -3.079 0.791
C 0.385 -3.855 -0.363
H -1.740 -3.616 -0.111
H -1.276 -5.247 -0.644
H -0.301 -5.760 1.511
H -1.711 -4.820 2.017
H 0.956 -4.100 2.583
H -0.378 -2.915 2.507
H 1.103 -4.671 -0.494
H 0.420 -3.206 -1.238
N 0.846 -0.374 -1.731
C 1.032 -0.360 -2.881
N 1.228 -0.352 -4.152
C 2.016 -1.402 -4.824
C 3.178 -0.774 -5.586
C 2.668 0.303 -6.546
C 1.889 1.368 -5.771
C 0.727 0.725 -5.024
H 1.352 -1.916 -5.524
H 2.365 -2.117 -4.081
H 3.695 -1.566 -6.129
H 3.885 -0.333 -4.879
H 2.017 -0.152 -7.299
H 3.505 0.759 -7.072
H 1.483 2.123 -6.445
H 2.555 1.869 -5.063
H 0.039 0.272 -5.743
H 0.178 1.447 -4.421
N -6.510 -0.913 0.027
C -7.787 -0.696 0.475
C -9.038 -0.983 -0.065
C -10.132 -0.581 0.668
C -9.993 0.076 1.906
C -8.759 0.350 2.446
C -7.630 -0.039 1.716
N -6.299 0.118 1.991
C -5.657 -0.403 0.977
C -4.214 -0.410 0.870
C -3.527 -0.848 -0.269
C -2.150 -0.827 -0.276
N -1.413 -0.408 0.760
C -2.071 0.032 1.844
C -3.441 0.051 1.942
H -6.262 -1.384 -0.824
H -9.146 -1.494 -1.013
H -11.125 -0.771 0.285
H -10.887 0.369 2.438
H -8.651 0.850 3.398
H -4.053 -1.188 -1.150
H -1.603 -1.158 -1.151
H -1.458 0.384 2.666
H -3.944 0.417 2.826
```

Output
Relative energy (zero: lowest compared OMol25 entry of this formula, charge and spin) ... 0.243 eV
DFT total energy ... -2226.49242 hartree
Charge ... +2
HOMO-LUMO gap ... 7.23 eV
M ... 816.9 g mol⁻¹
2S+1 ... 1

Atom charges from the Löwdin analysis, given in e for atoms 1 to 4: number 1, Pb, carries 1.512; number 2, N, carries 0.042; number 3, N, carries -0.013; number 4, C, carries -0.389

Record 2
ORCA calculation (ωB97M-V/def2-TZVPD) on C29H44AuBrN2O3SSbSi3 as an isolated structure.

Geometry as XYZ:
```
85
Properties=species:S:1:pos:R:3
Au 0.319 1.429 0.340
Br 6.944 4.611 -0.312
C 5.098 4.388 0.040
C 4.199 5.313 -0.477
C 2.850 5.102 -0.265
C 2.413 4.011 0.476
C 3.325 3.095 0.995
C 4.684 3.282 0.756
N 1.045 3.707 0.636
C 0.193 4.652 0.709
C -1.256 4.361 0.826
C -2.181 5.397 0.849
C -3.524 5.059 0.977
C -3.868 3.721 1.080
C -2.864 2.755 1.052
N -1.588 3.074 0.924
H 4.545 6.148 -1.068
H 2.136 5.770 -0.728
H 3.327 1.253 1.508
H 5.393 2.540 1.095
H 0.471 5.709 0.698
H -1.866 6.428 0.769
H -4.282 5.830 0.997
H -4.897 3.409 1.187
H -3.087 1.696 1.133
C 2.950 -3.123 -1.679
Si 1.928 -2.827 -0.139
C 3.096 -2.469 1.290
C 0.950 -4.384 0.252
Sb 0.137 -1.017 -0.357
Si -1.283 -1.450 2.674
C 0.179 -0.394 3.260
C -2.816 -0.450 3.222
C -1.296 -2.948 3.862
Si -0.746 -1.423 -2.725
C 0.560 -1.117 -4.029
C -2.192 -0.277 -3.109
C -1.300 -3.219 -2.820
H 3.649 -3.935 -1.462
H 3.496 -2.237 -1.989
H 2.323 -3.442 -2.513
H 3.872 -3.237 1.292
H 2.594 -2.486 2.254
H 3.588 -1.506 1.162
H 1.646 -5.221 0.336
H 0.227 -4.612 -0.530
H 0.391 -4.266 1.177
H 0.052 0.649 2.956
H 1.140 -0.724 2.869
H 0.241 -0.412 4.347
H -2.747 0.568 2.833
H -2.905 -0.384 4.306
H -3.732 -0.894 2.831
H -0.276 -3.281 4.058
H -1.818 -3.778 3.383
H -1.773 -2.756 4.820
H 0.777 -0.057 -4.128
H 0.167 -1.496 -4.976
H 1.504 -1.601 -3.798
H -2.013 0.725 -2.722
H -3.122 -0.643 -2.688
H -2.300 -0.207 -4.193
H -0.440 -3.888 -2.849
H -1.856 -3.347 -3.751
H -1.946 -3.510 -1.990
C 3.496 1.971 -2.745
S 3.344 0.820 -1.346
O 2.389 -0.171 -1.933
O 4.742 0.296 -1.239
O 2.839 2.060 1.725
H 3.807 1.366 -3.595
H 4.242 2.727 -2.522
H 2.530 2.431 -2.942
C -1.279 -1.856 0.931
C -2.567 -2.310 0.412
C -3.464 -1.480 -0.276
C -4.695 -1.920 -0.724
C -5.107 -3.225 -0.486
C -4.251 -4.075 0.204
C -3.013 -3.627 0.628
H -3.153 -0.453 -0.466
H -5.343 -1.239 -1.264
H -6.072 -3.572 -0.832
H -4.541 -5.101 0.393
H -2.340 -4.305 1.140
```

Output
Relative energy (zero: lowest compared OMol25 entry of this formula, charge and spin) ... 1.957 eV
DFT total energy ... -5683.39575 hartree
Charge ... -1
HOMO-LUMO gap ... 4.10 eV
M ... 983.6 g mol⁻¹
2S+1 ... 1

Atom charges from the Löwdin analysis, given in e for atoms 1 to 4: number 1, Au, carries 0.509; number 2, Br, carries 0.733; number 3, C, carries -0.689; number 4, C, carries -0.138

Record 3
ORCA calculation (ωB97M-V/def2-TZVPD) on C29H44IrN7O2Si2Te as an isolated structure.

Geometry as XYZ:
```
86
Properties=species:S:1:pos:R:3
Ir 0.061 0.454 0.056
N -1.180 -1.709 -0.253
N -1.225 -2.518 -1.402
C -0.512 -2.220 -2.504
N -0.335 -3.191 -3.388
N -0.092 -0.948 -2.611
N 0.679 -0.625 -3.625
O 0.977 0.624 -3.694
O 1.147 -1.358 -4.464
H -0.681 -2.190 0.490
H -2.131 -1.493 0.025
H -1.511 -3.480 -1.281
H -0.681 -4.119 -3.206
H 0.186 -3.011 -4.232
C -4.885 2.577 -1.797
C -4.610 3.184 -0.579
C -3.616 2.687 0.250
C -2.886 1.572 -0.159
C -3.152 0.965 -1.385
C -4.158 1.465 -2.197
N -1.853 1.043 0.658
N -2.084 1.136 1.899
C -1.054 0.659 2.672
C -1.211 0.630 4.063
C -0.191 0.125 4.837
C 0.968 -0.345 4.213
C 1.119 -0.307 2.837
C 0.120 0.215 2.007
H -5.666 2.972 -2.433
H -5.178 4.052 -0.270
H -3.397 3.147 1.202
H -2.568 0.106 -1.692
H -4.374 0.991 -3.146
H -2.132 0.999 4.495
H -0.280 0.088 5.914
H 1.771 -0.744 4.821
H 2.045 -0.668 2.409
C 4.447 -1.406 1.140
Si 3.052 -1.226 -0.120
C 1.906 -2.710 0.212
C 3.846 -1.562 -1.803
C 2.155 0.416 -0.228
Si 2.855 1.989 0.579
C 3.977 1.731 2.073
C 3.873 2.909 -0.717
C 1.536 3.230 1.147
H 4.757 -2.454 1.159
H 4.193 -1.118 2.160
H 5.317 -0.816 0.845
H 2.495 -3.627 0.282
H 1.191 -2.846 -0.601
H 1.361 -2.591 1.153
H 4.398 -2.505 -1.802
H 4.550 -0.767 -2.060
H 3.115 -1.613 -2.616
H 2.354 0.646 -1.292
H 4.916 1.242 1.817
H 3.502 1.157 2.869
H 4.218 2.714 2.487
H 4.641 2.275 -1.168
H 4.370 3.773 -0.271
H 3.235 3.285 -1.518
H 0.991 2.884 2.028
H 0.800 3.453 0.368
H 2.036 4.168 1.405
C 2.204 7.706 -3.675
C 1.718 6.308 -3.425
C 2.438 5.208 -3.870
C 2.020 3.895 -3.668
C 2.872 2.772 -4.180
C 0.814 3.720 -2.989
Te -0.235 1.941 -2.550
C 0.069 4.800 -2.506
C -1.216 4.577 -1.759
C 0.533 6.085 -2.732
H 3.213 7.707 -4.083
H 2.208 8.289 -2.753
H 1.552 8.219 -4.384
H 3.376 5.371 -4.388
H 3.868 3.139 -4.424
H 2.445 2.332 -5.083
H 2.988 1.979 -3.442
H -1.243 3.634 -1.179
H -2.091 4.590 -2.412
H -1.355 5.333 -0.985
H -0.034 6.926 -2.347
```

Output
Relative energy (zero: lowest compared OMol25 entry of this formula, charge and spin) ... 0.393 eV
DFT total energy ... -2616.19269 hartree
Charge ... +1
HOMO-LUMO gap (spin up / spin down) ... 5.90 / 5.69 eV
M ... 898.7 g mol⁻¹
2S+1 ... 2

Atom charges from the Löwdin analysis, given in e for atoms 1 to 4: number 1, Ir, carries 0.930; number 2, N, carries 0.021; number 3, N, carries 0.022; number 4, C, carries -0.368

Record 4
ORCA calculation (ωB97M-V/def2-TZVPD) on one molecule with the formula C29H44O6.

Geometry as XYZ:
```
79
Properties=species:S:1:pos:R:3
C 5.559 -5.448 -7.314
H 5.620 -5.434 -8.400
C 6.797 -4.797 -6.708
C 6.846 -4.895 -5.183
C 5.747 -4.091 -4.491
C 5.909 -4.109 -2.973
C 4.880 -3.243 -2.246
H 4.867 -2.244 -2.688
H 5.173 -3.144 -1.198
C 3.464 -3.833 -2.305
C 2.511 -2.895 -1.622
O 2.115 -1.851 -2.086
O 2.170 -3.317 -0.407
C 1.277 -2.462 0.304
C 0.086 -2.083 -0.587
O -0.535 -2.935 -1.168
C -0.248 -0.599 -0.649
O 0.929 0.171 -0.551
H 1.515 -0.128 -1.264
C -1.048 -0.257 -1.932
H -1.473 -1.167 -2.353
H -0.361 0.163 -2.666
C -2.133 0.757 -1.528
H -2.142 1.614 -2.200
H -3.124 0.303 -1.542
C -1.735 1.149 -0.106
C -2.753 1.866 0.775
C -3.194 3.159 0.093
C -4.100 3.985 1.000
C -3.446 4.257 2.317
C -3.369 5.504 2.796
C -2.889 5.852 4.130
O -2.725 6.998 4.496
C -2.678 4.662 5.037
C -2.078 3.496 4.262
H -1.933 2.657 4.944
H -1.097 3.803 3.890
C -2.948 3.047 3.074
C -4.192 2.306 3.592
H -4.885 3.015 4.040
H -3.913 1.567 4.334
H -4.704 1.791 2.786
C -2.068 2.192 2.113
H -1.203 2.823 1.867
C -1.470 0.933 2.777
O -2.497 0.106 3.281
H -2.105 -0.726 3.566
C -0.535 0.165 1.821
C -1.218 -0.165 0.497
C -2.299 -1.230 0.682
H -1.880 -2.103 1.182
H -3.111 -0.848 1.292
H -2.697 -1.560 -0.271
H 0.341 0.782 1.621
H -0.197 -0.748 2.322
H -0.843 1.264 3.622
H -2.033 4.949 5.869
H -3.652 4.386 5.450
H -3.715 6.338 2.200
H -4.365 4.924 0.512
H -5.025 3.430 1.179
H -3.721 2.928 -0.834
H -2.310 3.749 -0.161
H -3.623 1.229 0.943
H -0.860 1.804 -0.188
H 1.804 -1.567 0.646
H 0.923 -3.052 1.151
H 3.150 -3.935 -3.344
H 3.436 -4.803 -1.810
H 5.840 -5.137 -2.610
H 6.906 -3.738 -2.723
H 4.776 -4.504 -4.761
H 5.783 -3.057 -4.844
H 6.767 -5.944 -4.886
H 7.818 -4.529 -4.841
H 6.836 -3.746 -7.002
H 7.686 -5.286 -7.115
H 5.475 -6.483 -6.990
H 4.656 -4.919 -7.022
```

Output
Relative energy (zero: lowest compared OMol25 entry of this formula, charge and spin) ... 0.012 eV
SMILES string ... CCCCCCCC(=O)OCC(=O)[C@@]1(O)CC[C@H]2[C@@H]3CCC4=CC(=O)CC[C@]4(C)[C@H]3[C@@H](O)C[C@@]21C
DFT total energy ... -1582.92384 hartree
HOMO-LUMO gap ... 9.62 eV
M ... 488.7 g mol⁻¹
2S+1 ... 1

Atom charges from the Löwdin analysis, given in e for atoms 1 to 4: number 1, C, carries -0.115; number 2, H, carries 0.068; number 3, C, carries -0.272; number 4, C, carries -0.231